[1]
The following is a DFT calculation (ωB97M-V/def2-TZVPD) of C5H7NO in the gas phase.

Output
Kohn-Sham gap   0.360 Eh
Energy above the lowest of the compared OMol25 structures with the same formula, charge and spin   433.0 kJ/mol
Molar mass   97.12 g/mol
HOMO energy   -9.2 eV
Electronic energy   -8831.71509 eV

Geometry (Å):
O (-0.500, 2.697, 0.547)
C (-1.079, 1.604, 1.218)
C (-0.141, 0.470, 1.431)
C (-0.030, -0.526, 0.751)
C (0.034, -1.502, -0.287)
C (0.729, -1.046, -1.526)
N (1.371, -1.988, -0.621)
H (0.331, 2.408, 0.156)
H (-1.575, 1.940, 2.125)
H (-1.831, 1.114, 0.586)
H (-0.801, -2.199, -0.340)
H (1.062, -0.008, -1.556)
H (0.412, -1.472, -2.475)
H (2.017, -1.492, -0.008)

Here are the Mulliken charges for atoms 1 to 4, given in e:
1 O -0.5162
2 C -0.1038
3 C -0.2300
4 C -0.1335

[2]
The following is a DFT calculation (ωB97M-V/def2-TZVPD) of a 4-piece molecular cluster, C22H56N4OPS overall.

Output
Kohn-Sham gap   0.226 Eh
Charge   +1
Molar mass   455.76 g/mol
HOMO energy   -9.6 eV
Electronic energy   -51845.86619 eV

Geometry (Å):
S (1.612, -0.817, 5.361)
P (0.434, 0.290, 4.285)
C (-1.032, -0.660, 3.617)
C (-1.717, -1.513, 4.685)
O (-2.858, -0.889, 5.248)
C (-2.836, 0.513, 5.337)
C (-2.636, 1.192, 3.970)
N (-2.140, 0.169, 3.004)
H (1.111, 0.902, 3.214)
H (-0.097, 1.349, 5.042)
H (-0.647, -1.297, 2.828)
H (-0.998, -1.843, 5.431)
H (-2.079, -2.411, 4.189)
H (-3.812, 0.809, 5.704)
H (-2.116, 0.882, 6.069)
H (-1.939, 2.021, 4.001)
H (-3.569, 1.593, 3.590)
H (-2.913, -0.479, 2.820)
H (-1.855, 0.560, 2.101)
C (4.334, 3.083, 3.841)
C (4.960, 1.874, 4.524)
N (6.148, 1.391, 3.852)
C (6.579, 0.083, 4.318)
C (7.048, -0.049, 5.771)
C (7.199, 2.374, 3.647)
C (7.772, 3.083, 4.881)
H (4.133, 2.876, 2.788)
H (3.388, 3.332, 4.330)
H (4.968, 3.967, 3.903)
H (4.220, 1.069, 4.519)
H (5.143, 2.124, 5.581)
H (7.370, -0.272, 3.654)
H (5.742, -0.607, 4.165)
H (8.035, 0.386, 5.923)
H (7.120, -1.105, 6.037)
H (6.354, 0.417, 6.471)
H (6.818, 3.137, 2.963)
H (8.012, 1.892, 3.099)
H (6.991, 3.417, 5.565)
H (8.330, 3.967, 4.568)
H (8.463, 2.450, 5.436)
C (-2.651, -0.556, -2.466)
C (-3.135, 0.708, -1.774)
N (-2.080, 1.402, -1.050)
C (-2.576, 2.441, -0.168)
C (-3.285, 3.658, -0.766)
C (-0.900, 1.746, -1.836)
C (-1.098, 2.617, -3.080)
H (-2.160, -1.229, -1.760)
H (-3.501, -1.084, -2.900)
H (-1.957, -0.340, -3.278)
H (-3.909, 0.429, -1.052)
H (-3.624, 1.352, -2.517)
H (-1.737, 2.792, 0.447)
H (-3.273, 1.952, 0.531)
H (-2.584, 4.342, -1.240)
H (-3.791, 4.216, 0.024)
H (-4.041, 3.372, -1.497)
H (-0.422, 0.814, -2.144)
H (-0.175, 2.225, -1.172)
H (-1.945, 2.288, -3.683)
H (-0.210, 2.560, -3.710)
H (-1.244, 3.667, -2.830)
C (-4.171, -1.594, -6.425)
C (-3.539, -2.767, -7.162)
N (-2.168, -3.019, -6.761)
C (-1.465, -3.934, -7.646)
C (-1.962, -5.381, -7.732)
C (-1.959, -3.222, -5.340)
C (-2.728, -4.358, -4.652)
H (-3.559, -0.696, -6.527)
H (-5.155, -1.384, -6.844)
H (-4.308, -1.803, -5.363)
H (-3.535, -2.534, -8.229)
H (-4.186, -3.650, -7.039)
H (-0.408, -3.936, -7.367)
H (-1.497, -3.501, -8.650)
H (-1.698, -5.959, -6.847)
H (-1.496, -5.877, -8.586)
H (-3.041, -5.438, -7.873)
H (-2.210, -2.288, -4.830)
H (-0.889, -3.356, -5.163)
H (-3.776, -4.387, -4.951)
H (-2.700, -4.216, -3.568)
H (-2.289, -5.333, -4.856)

Here are the Mulliken charges for atoms 1 to 4, given in e:
1 S -0.3306
2 P 0.2325
3 C -0.1899
4 C -0.5845

[3]
The following is a DFT calculation (ωB97M-V/def2-TZVPD) of a 2-piece molecular cluster, C2H5Br2IOSi overall.

Output
Kohn-Sham gap   0.360 Eh
Energy above the lowest of the compared OMol25 structures with the same formula, charge and spin   0.0 kJ/mol
Molar mass   359.86 g/mol
HOMO energy   -10.0 eV
Electronic energy   -160268.19931 eV

Geometry (Å):
Br (-2.940, 1.286, 2.733)
Si (-1.506, -0.112, 1.883)
Br (0.128, -0.575, 3.365)
I (-2.762, -2.282, 1.473)
H (-0.917, 0.197, 0.555)
C (1.173, -0.346, -1.774)
C (1.090, 0.971, -1.042)
O (0.463, 1.894, -1.507)
H (1.083, -1.103, -0.874)
H (0.467, -0.546, -2.491)
H (2.182, -0.418, -2.199)
H (1.540, 1.033, -0.123)

Here are the Mulliken charges for atoms 1 to 4, given in e:
1 Br -0.1636
2 Si 0.5231
3 Br -0.1908
4 I -0.0911

[4]
The following is a DFT calculation (ωB97M-V/def2-TZVPD) of C33H55As3CrN3O2S as an isolated structure.

Output
Kohn-Sham gap (alpha / beta)   0.259 / 0.272 Eh
Energy above the lowest of the compared OMol25 structures with the same formula, charge and spin   51.2 kJ/mol
Charge   +1
Molar mass   834.65 g/mol
Multiplicity   5
<S²>   6.03
HOMO energy (alpha / beta)   -9.3 / -9.7 eV
Electronic energy   -265448.45940 eV

Geometry (Å):
Cr (-0.713, -0.180, -0.233)
C (-2.356, -1.422, -3.018)
C (-3.155, -1.513, -1.751)
C (-4.410, -2.145, -1.846)
C (-5.244, -2.187, -0.772)
C (-4.866, -1.512, 0.407)
C (-5.739, -1.395, 1.504)
C (-5.366, -0.675, 2.607)
C (-4.111, -0.060, 2.648)
C (-3.218, -0.177, 1.600)
S (-1.700, 0.674, 1.667)
C (-3.577, -0.913, 0.440)
N (-2.704, -0.978, -0.623)
H (-2.227, -2.405, -3.475)
H (-1.387, -0.970, -2.857)
H (-2.907, -0.813, -3.736)
H (-4.695, -2.595, -2.788)
H (-6.203, -2.687, -0.822)
H (-6.717, -1.855, 1.443)
H (-6.043, -0.566, 3.444)
H (-3.815, 0.532, 3.504)
C (2.248, -2.106, -2.823)
C (0.992, -2.236, -2.006)
O (0.442, -1.218, -1.566)
N (0.540, -3.493, -1.870)
C (-0.754, -3.937, -1.351)
C (-0.860, -4.146, 0.143)
C (-0.871, -5.431, 0.668)
C (-1.061, -5.604, 2.030)
C (-1.218, -4.479, 2.821)
C (-1.182, -3.234, 2.213)
N (-1.017, -3.062, 0.902)
H (2.508, -1.055, -2.907)
H (2.081, -2.511, -3.822)
H (3.078, -2.650, -2.370)
H (1.139, -4.213, -2.240)
H (-0.976, -4.879, -1.848)
H (-1.504, -3.208, -1.637)
H (-0.761, -6.288, 0.015)
H (-1.093, -6.595, 2.462)
H (-1.374, -4.561, 3.887)
H (-1.301, -2.328, 2.797)
C (2.627, -0.560, 3.257)
As (1.895, -0.785, 1.436)
C (2.423, -2.683, 1.351)
C (3.437, -0.236, 0.311)
C (3.793, 1.244, 0.132)
C (5.100, 1.291, -0.681)
C (2.739, 2.005, -0.687)
As (0.777, 1.896, -0.354)
C (0.610, 2.795, 1.372)
C (0.463, 3.507, -1.434)
C (4.013, 1.899, 1.507)
As (5.108, 3.566, 1.597)
C (3.682, 4.925, 1.641)
C (5.315, 3.475, 3.548)
H (3.697, -0.765, 3.274)
H (2.125, -1.278, 3.907)
H (2.444, 0.437, 3.652)
H (3.488, -2.775, 1.562)
H (2.223, -3.107, 0.368)
H (1.869, -3.259, 2.092)
H (3.219, -0.664, -0.674)
H (4.314, -0.759, 0.704)
H (5.025, 0.665, -1.574)
H (5.942, 0.942, -0.080)
H (5.314, 2.313, -0.996)
H (2.830, 1.710, -1.738)
H (2.976, 3.071, -0.635)
H (1.346, 3.590, 1.467)
H (0.710, 2.086, 2.193)
H (-0.389, 3.224, 1.428)
H (1.005, 4.338, -0.984)
H (-0.596, 3.749, -1.462)
H (0.819, 3.360, -2.453)
H (4.576, 1.194, 2.126)
H (3.053, 2.072, 1.998)
H (3.236, 5.075, 0.658)
H (4.126, 5.871, 1.952)
H (2.907, 4.661, 2.360)
H (6.010, 2.681, 3.820)
H (4.356, 3.287, 4.035)
H (5.716, 4.417, 3.921)
C (-1.103, 1.619, -3.877)
C (-2.355, 2.110, -3.149)
O (-2.208, 1.906, -1.749)
C (-3.136, 2.669, -0.984)
C (-4.591, 2.269, -1.181)
H (-0.503, 2.450, -4.242)
H (-1.361, 0.994, -4.731)
H (-0.489, 1.040, -3.186)
H (-3.252, 1.592, -3.505)
H (-2.499, 3.182, -3.335)
H (-3.013, 3.735, -1.221)
H (-2.845, 2.510, 0.051)
H (-4.959, 2.548, -2.168)
H (-5.194, 2.785, -0.433)
H (-4.718, 1.194, -1.047)

Here are the Mulliken charges for atoms 1 to 4, given in e:
1 Cr 1.8122
2 C -0.9059
3 C 0.0269
4 C -1.3437

[5]
The following is a DFT calculation (ωB97M-V/def2-TZVPD) of an isolated ion of composition CH3ClN3S and charge +1.

Output
Kohn-Sham gap (alpha / beta)   0.290 / 0.290 Eh
Energy above the lowest of the compared OMol25 structures with the same formula, charge and spin   205.4 kJ/mol
Charge   +1
Molar mass   124.58 g/mol
HOMO energy (alpha / beta)   -14.1 / -14.1 eV
Electronic energy   -28900.85236 eV

Geometry (Å):
C (-1.110, -0.642, 0.650)
N (0.658, 0.666, -1.930)
N (-0.852, -0.018, -0.402)
N (-0.032, 0.596, -0.944)
S (0.238, -0.747, 1.701)
Cl (1.927, -0.904, 0.600)
H (-2.021, -1.177, 0.704)
H (1.010, 1.600, -2.072)
H (0.182, 0.627, 1.694)

Here are the Mulliken charges for atoms 1 to 4, given in e:
1 C -0.0828
2 N -0.5073
3 N 0.2145
4 N 0.1966